[1]
C36H32N4P2SSeTc | ωB97M-V with the def2-TZVPD basis set

As for the total charge: +2. As for the molecular weight: 791.66 g/mol. The multiplicity is 4. The value obtained for the largest force on an atom is 5.4 eV/Å. The HOMO-LUMO gap (alpha / beta) comes out at 5.593 / 5.606 eV.

Last column: Mulliken spin population.
Geometry (Å):
Tc 0.00 0.00 0.00  2.242
S 1.74 0.04 1.58  0.010
C 0.45 1.12 2.07  0.063
C 0.63 1.81 3.26  -0.003
C -0.37 2.68 3.69  0.019
C -1.52 2.83 2.93  0.009
C -1.62 2.10 1.75  0.034
N -0.68 1.26 1.30  0.034
H 1.53 1.68 3.85  0.001
H -0.24 3.22 4.62  0.001
H -2.31 3.49 3.24  0.001
H -2.50 2.19 1.12  -0.002
C 1.47 2.69 -1.77  0.056
N 0.82 1.39 -2.11  0.000
P 1.76 0.02 -1.55  -0.015
C 1.44 -1.18 -2.92  0.007
C 1.34 -0.79 -4.27  -0.002
C 1.14 -1.74 -5.28  0.003
C 1.03 -3.09 -4.95  0.001
C 1.13 -3.49 -3.62  0.002
C 1.34 -2.54 -2.62  0.034
C 3.51 0.37 -1.98  0.004
C 3.94 1.01 -3.15  -0.003
C 5.30 1.19 -3.43  0.002
C 6.26 0.72 -2.53  -0.001
C 5.86 0.08 -1.36  0.004
C 4.50 -0.09 -1.09  0.011
P -0.85 1.51 -1.53  0.212
C -1.54 2.60 -2.83  0.072
C -2.27 3.73 -2.43  0.013
C -2.77 4.63 -3.37  0.009
C -2.56 4.41 -4.73  -0.001
C -1.84 3.29 -5.15  0.005
C -1.33 2.40 -4.20  0.002
C -1.74 -0.05 -1.76  -0.041
C -2.46 -0.52 -0.65  -0.068
C -3.26 -1.67 -0.72  0.004
C -3.35 -2.37 -1.91  0.007
C -2.65 -1.93 -3.03  0.011
C -1.86 -0.77 -2.95  0.058
H 2.45 2.82 -2.23  0.005
H 1.59 2.82 -0.68  -0.023
H 0.90 3.55 -2.14  0.007
H 1.40 0.25 -4.56  -0.002
H 1.06 -1.42 -6.32  0.000
H 0.88 -3.83 -5.73  0.000
H 1.05 -4.54 -3.36  0.000
H 1.41 -2.88 -1.59  -0.010
H 3.22 1.38 -3.88  -0.002
H 5.61 1.69 -4.34  0.000
H 7.32 0.85 -2.75  0.000
H 6.60 -0.29 -0.67  0.000
H 4.22 -0.61 -0.17  0.001
H -2.44 3.93 -1.38  0.005
H -3.32 5.51 -3.05  0.000
H -2.95 5.11 -5.47  0.000
H -1.67 3.12 -6.21  0.000
H -0.74 1.56 -4.55  0.003
H -2.43 0.02 0.30  -0.020
H -3.82 -1.99 0.15  0.002
H -3.97 -3.26 -1.98  0.001
H -2.71 -2.47 -3.96  0.000
H -1.35 -0.45 -3.85  0.000
Se -2.15 -0.95 2.33  0.011
N -0.73 -1.27 1.27  0.003
C -0.25 -2.49 1.47  -0.048
C 0.85 -2.99 0.78  0.065
C 1.28 -4.29 1.07  0.047
C 0.60 -5.06 2.04  -0.035
C -0.50 -4.53 2.72  0.055
C -0.91 -3.23 2.41  -0.001
N -1.95 -2.61 2.99  0.122
H 1.36 -2.38 0.04  -0.014
H 2.13 -4.70 0.54  0.002
H 0.94 -6.06 2.26  0.000
H -1.03 -5.11 3.46  0.000
H -0.63 -1.09 -1.09  0.027


[2]
C25H20FeNS4Se | ωB97M-V with the def2-TZVPD basis set

As for the total charge: -1. As for the molecular weight: 597.52 g/mol. The value obtained for the largest force on an atom is 3.5 eV/Å. The energy above the lowest of the compared OMol25 structures with the same formula, charge and spin comes out at 30.03 kcal per mole. The HOMO-LUMO gap (alpha / beta) comes out at 6.261 / 6.280 eV.

Last column: Mulliken charge in e.
Geometry (Å):
Fe 0.16 0.37 0.21  0.223
S 2.01 1.22 1.18  -0.442
C 2.70 -0.15 0.37  0.681
C 4.01 0.00 -0.15  -0.739
C 4.69 -1.01 -0.78  -0.559
C 4.10 -2.27 -0.91  -0.773
C 2.84 -2.46 -0.39  -0.282
C 2.11 -1.43 0.22  0.337
S 0.52 -1.91 0.88  -0.221
C -0.33 -2.47 -0.66  -0.975
C -1.57 -1.66 -0.96  0.674
C -2.52 -2.13 -1.85  -0.968
C -3.60 -1.33 -2.16  -0.435
C -3.69 -0.07 -1.57  -1.066
C -2.71 0.32 -0.67  0.975
C -2.71 1.65 0.00  -1.291
S -1.08 2.46 -0.27  -0.256
C -1.21 2.45 -2.05  0.038
C -2.13 3.31 -2.65  -0.545
C -2.36 3.26 -4.01  -0.634
C -1.64 2.35 -4.78  -0.516
C -0.70 1.52 -4.20  -0.708
C -0.47 1.53 -2.81  0.691
S 0.70 0.46 -2.12  -0.364
N -1.66 -0.47 -0.37  0.550
H 4.46 0.98 -0.04  0.412
H 5.69 -0.83 -1.17  0.349
H 4.63 -3.09 -1.38  0.364
H 2.39 -3.44 -0.43  0.384
H -0.58 -3.53 -0.56  0.590
H 0.39 -2.33 -1.47  0.355
H -2.40 -3.11 -2.30  0.455
H -4.37 -1.67 -2.84  0.412
H -4.51 0.60 -1.79  0.433
H -2.81 1.55 1.08  0.371
H -3.49 2.31 -0.38  0.521
H -2.66 4.02 -2.03  0.447
H -3.10 3.91 -4.47  0.377
H -1.81 2.29 -5.85  0.343
H -0.14 0.81 -4.80  0.418
Se -1.01 0.56 2.54  -0.353
C 0.22 0.13 3.93  -0.030
C 0.31 -1.17 4.42  -0.218
C 1.20 -1.48 5.44  -0.577
C 2.01 -0.49 5.99  -0.385
C 1.92 0.81 5.50  -0.552
C 1.03 1.11 4.49  -0.276
H -0.31 -1.95 3.99  0.350
H 1.26 -2.50 5.81  0.337
H 2.69 -0.73 6.79  0.354
H 2.55 1.59 5.91  0.338
H 0.96 2.12 4.10  0.384


[3]
C4H4O2 | ωB97M-V with the def2-TZVPD basis set

As for the molecular weight: 84.07 g/mol. Its SMILES is O=CC=C=CO. The value obtained for the largest force on an atom is 0.6 eV/Å. The energy above the lowest of the compared OMol25 structures with the same formula, charge and spin comes out at 58.97 kcal per mole. The HOMO-LUMO gap comes out at 10.026 eV.

Last column: Mulliken charge in e.
Geometry (Å):
O -0.98 -0.50 -1.53  -0.505
C -0.27 -1.07 -0.73  0.069
C 1.16 -0.64 -0.48  -0.288
C 0.97 0.26 0.46  -0.108
C -0.07 0.83 1.09  -0.138
O -0.93 1.68 0.51  -0.441
H -0.68 -1.77 0.02  0.335
H 2.03 -0.92 -1.05  0.371
H -0.26 0.66 2.15  0.324
H -0.97 1.47 -0.44  0.381


[4]
C32H25N4O6Tc | ωB97M-V with the def2-TZVPD basis set

As for the total charge: -1. As for the molecular weight: 659.57 g/mol. The multiplicity is 4. The value obtained for the largest force on an atom is 4.5 eV/Å. The HOMO-LUMO gap (alpha / beta) comes out at 7.170 / 6.463 eV.

Last column: Mulliken spin population.
Geometry (Å):
Tc 0.02 0.60 0.76  2.845
C -2.12 -2.10 2.46  -0.004
C -2.11 -1.02 3.49  -0.012
C -3.19 -0.81 4.34  -0.005
C -3.16 0.20 5.28  0.008
C -2.02 0.97 5.43  -0.001
C -0.90 0.76 4.64  -0.026
C 0.36 1.54 4.89  0.010
C -0.98 -0.20 3.61  0.003
N 0.07 -0.29 2.68  0.030
C 1.30 -0.62 3.13  0.005
O 1.56 -1.23 4.16  0.048
C 2.37 -0.11 2.22  0.083
C 3.69 -0.51 2.26  -0.017
C 4.59 0.05 1.35  0.034
C 4.12 0.96 0.42  -0.012
C 2.78 1.30 0.43  0.077
N 1.92 0.80 1.34  -0.082
C 2.14 2.26 -0.52  0.011
O 2.79 3.04 -1.20  0.046
N 0.79 2.15 -0.49  0.035
C 0.04 3.25 -0.92  -0.031
C -0.86 3.15 -1.99  -0.010
C -0.85 1.94 -2.86  0.014
C -1.70 4.21 -2.26  -0.001
C -1.67 5.37 -1.51  0.006
C -0.73 5.50 -0.50  -0.005
C 0.13 4.46 -0.19  0.003
C 1.16 4.65 0.88  0.003
H -2.82 -2.89 2.72  0.000
H -2.41 -1.69 1.49  0.002
H -1.12 -2.53 2.36  0.000
H -4.06 -1.44 4.25  0.000
H -4.01 0.37 5.92  0.000
H -2.00 1.75 6.18  0.000
H 1.00 0.97 5.56  0.001
H 0.92 1.70 3.97  -0.003
H 0.13 2.50 5.34  0.001
H 3.99 -1.25 2.98  0.001
H 5.63 -0.25 1.35  0.001
H 4.76 1.41 -0.33  0.001
H -0.04 2.01 -3.59  0.000
H -0.66 1.04 -2.28  -0.002
H -1.79 1.83 -3.40  0.000
H -2.40 4.13 -3.08  0.000
H -2.36 6.18 -1.71  0.000
H -0.67 6.42 0.07  0.000
H 0.93 5.53 1.48  0.000
H 1.22 3.77 1.53  0.004
H 2.14 4.79 0.42  0.002
O -2.05 -1.66 -1.98  0.026
C -1.28 -1.16 -1.20  -0.015
O -1.47 -0.31 -0.28  0.001
C 0.32 -1.59 -1.27  0.001
O 0.63 -2.38 -2.13  0.014
O 0.98 -1.00 -0.39  0.045
N -5.19 5.91 1.88  0.016
C -4.41 5.07 1.77  -0.005
C -3.45 4.05 1.64  0.029
C -2.36 3.98 2.49  -0.012
C -1.41 2.99 2.32  -0.030
C -1.46 2.04 1.30  -0.143
C -2.60 2.13 0.48  0.038
C -3.57 3.10 0.63  -0.010
H -2.26 4.71 3.29  0.000
H -0.57 2.98 3.00  -0.011
H -2.74 1.42 -0.32  -0.008
H -4.43 3.13 -0.04  0.000


[5]
C42H41BrO2P2Zr | ωB97M-V with the def2-TZVPD basis set

As for the total charge: +2. As for the molecular weight: 810.86 g/mol. The value obtained for the largest force on an atom is 6.0 eV/Å. The energy above the lowest of the compared OMol25 structures with the same formula, charge and spin comes out at 50.19 kcal per mole. The HOMO-LUMO gap (alpha / beta) comes out at 1.450 / 1.455 eV.

Last column: Mulliken charge in e.
Geometry (Å):
Zr 0.16 -0.14 0.35  0.734
C -2.27 -0.12 0.93  0.023
C -2.15 -0.48 -0.40  -0.970
C -2.59 0.45 -1.52  -0.682
C -1.45 1.26 -2.17  -0.553
C -0.29 1.55 -1.25  -0.568
C -0.45 2.05 0.05  0.056
C -1.81 2.41 0.63  -0.910
C -2.52 1.28 1.43  -0.655
C 2.24 0.09 -0.37  -1.287
H -2.51 -0.89 1.67  0.401
H -2.14 -1.54 -0.67  0.685
H -3.39 1.15 -1.19  0.346
H -3.06 -0.17 -2.31  0.425
H -1.09 0.72 -3.07  0.032
H -1.87 2.21 -2.56  0.377
H 0.68 1.63 -1.75  0.632
H 0.39 2.59 0.52  0.611
H -2.50 2.78 -0.15  0.395
H -1.65 3.25 1.33  0.441
H -2.19 1.35 2.49  0.352
H -3.60 1.50 1.45  0.488
H 2.93 -0.31 0.39  0.404
H 2.47 1.17 -0.46  0.400
H 2.47 -0.38 -1.33  0.485
P 0.12 -2.34 -9.44  0.045
P 2.12 0.43 -9.70  0.074
C -0.42 -0.74 -10.08  -0.494
C 0.36 0.38 -10.10  -0.438
C -0.76 -3.51 -10.54  0.349
C -1.95 -3.19 -11.22  0.051
C -2.58 -4.14 -12.02  -0.683
C -2.04 -5.43 -12.15  -0.473
C -0.86 -5.75 -11.48  -0.537
C -0.21 -4.80 -10.69  -0.314
C -0.86 -2.45 -7.87  0.482
C -0.48 -1.60 -6.82  -0.807
C -1.21 -1.58 -5.64  0.020
C -2.34 -2.41 -5.49  -0.287
C -2.69 -3.28 -6.53  -0.666
C -1.94 -3.33 -7.70  -0.430
C 2.74 1.22 -11.26  0.473
C 2.72 0.42 -12.43  -0.423
C 3.08 0.97 -13.66  -0.571
C 3.48 2.31 -13.75  -0.466
C 3.53 3.09 -12.59  -0.567
C 3.19 2.55 -11.35  -0.253
C 2.18 1.84 -8.53  0.494
C 3.30 1.92 -7.68  -0.470
C 3.45 3.00 -6.81  -0.572
C 2.46 4.00 -6.77  -0.545
C 1.34 3.91 -7.59  -0.674
C 1.19 2.83 -8.46  0.005
H -1.45 -0.67 -10.44  0.384
H -0.07 1.33 -10.48  0.672
H -2.39 -2.20 -11.12  0.134
H -3.50 -3.88 -12.55  0.392
H -2.54 -6.17 -12.77  0.386
H -0.43 -6.75 -11.57  0.393
H 0.72 -5.04 -10.18  0.371
H 0.38 -0.93 -6.94  0.369
H -0.92 -0.92 -4.82  0.216
H -2.93 -2.38 -4.57  0.312
H -3.57 -3.93 -6.42  0.378
H -2.21 -4.03 -8.49  0.307
H 2.39 -0.62 -12.36  0.367
H 3.05 0.35 -14.55  0.371
H 3.74 2.74 -14.72  0.371
H 3.83 4.14 -12.66  0.378
H 3.25 3.16 -10.45  0.283
H 4.06 1.14 -7.72  0.388
H 4.32 3.07 -6.17  0.422
H 2.58 4.85 -6.09  0.416
H 0.58 4.69 -7.57  0.413
H 0.30 2.76 -9.08  0.241
Br 0.19 2.96 3.87  -0.080
C 0.49 1.39 4.90  -0.143
C 0.61 1.47 6.29  -0.507
C 0.59 0.30 7.07  -0.506
C 0.49 -0.96 6.46  -0.597
C 0.45 -1.06 5.08  -0.458
C 0.52 0.10 4.31  0.738
C 0.53 -0.06 2.87  1.333
O -0.06 -1.08 2.31  -0.880
O 1.09 0.79 2.07  -0.566
H 0.71 2.44 6.78  0.452
H 0.66 0.36 8.15  0.414
H 0.45 -1.88 7.05  0.417
H 0.36 -2.01 4.55  0.433